(1)
Density functional theory data (ωB97M-V/def2-TZVPD) for C34H51HfN4OP2 as an isolated structure at a distorted geometry.

Output
* ΔE to the lowest compared entry with this formula, charge and spin: 187.6 kJ/mol

ORCA input file:
```
! RIJCOSX wB97M-V def2-TZVPD def2/J DEFGRID3
* xyz 3 1
C -1.64178 -1.43411 -1.66794
C 0.66123 -1.81723 -1.33510
C -1.65332 -2.26076 -2.78600
C 0.64019 -2.80339 -2.34011
C -0.51342 -3.02120 -3.06464
H -2.55418 -2.30355 -3.39847
H 1.57428 -3.31767 -2.55314
H -0.52670 -3.75469 -3.87331
N -0.56093 -1.40234 -0.84845
P -2.74966 0.09811 0.37773
P 2.66399 -0.14550 0.23359
C -2.73465 -0.41172 -1.40755
H -2.53600 0.49612 -2.00463
H -3.71130 -0.77756 -1.74973
C 0.81914 1.40723 2.13669
O 1.40787 2.22712 2.73439
C 1.91609 -1.20662 -0.98491
H 2.72731 -1.91215 -1.21943
C 4.07104 0.38906 -1.07001
C 3.55040 -0.89493 1.83348
C -3.37498 1.87249 0.41804
C -3.96840 -1.18331 1.03742
C 4.01531 1.91686 -0.98545
H 4.20143 2.27596 0.03686
H 4.78543 2.34971 -1.64185
H 3.04094 2.30213 -1.30749
C 5.47860 -0.14263 -0.78468
H 5.88657 0.10710 0.19784
H 5.53521 -1.22944 -0.93333
H 6.15689 0.30268 -1.53195
C 3.78054 -0.10269 -2.49804
H 4.47933 0.38567 -3.19454
H 3.93812 -1.18380 -2.59872
H 2.76673 0.12586 -2.82390
C 4.39932 0.25736 2.40106
H 3.75600 1.10327 2.68113
H 4.92584 -0.09096 3.30350
H 5.15078 0.63812 1.70208
C 2.50410 -1.25878 2.88888
H 1.87104 -0.39900 3.14929
H 1.86294 -2.09402 2.57889
H 3.02059 -1.56092 3.81524
C 4.33853 -2.15963 1.50144
H 5.19365 -1.98905 0.84227
H 4.73531 -2.58061 2.43927
H 3.69047 -2.92084 1.04625
C -4.39073 -0.77937 2.45595
H -4.97283 -1.60732 2.88982
H -3.52491 -0.59957 3.10777
H -5.03456 0.11078 2.46681
C -3.24675 -2.54064 1.08391
H -2.90963 -2.86807 0.09261
H -2.38002 -2.53312 1.75705
H -3.95592 -3.29521 1.45937
C -5.20652 -1.35023 0.13517
H -5.92332 -1.99166 0.66862
H -5.71311 -0.40721 -0.09203
H -4.96693 -1.86028 -0.80575
C -2.59564 2.72377 -0.60436
H -2.86207 2.46300 -1.63707
H -2.86244 3.78176 -0.44986
H -1.50718 2.62688 -0.50081
C -3.15377 2.43974 1.83356
H -2.08651 2.51653 2.09296
H -3.57951 3.45497 1.86895
H -3.64972 1.83970 2.60816
C -4.86308 1.91462 0.05198
H -5.04935 1.49166 -0.94501
H -5.49780 1.41279 0.79300
H -5.17515 2.97001 0.02243
Hf -0.24455 -0.05625 0.94681
N 0.34707 1.23236 -0.59004
C 1.01635 0.94838 -1.59153
C 1.01853 1.72612 -2.84326
C 0.88946 3.11515 -2.66053
C 1.02138 1.17995 -4.14439
C 0.81543 3.96907 -3.76378
H 0.81101 3.50870 -1.64274
C 0.97939 2.05321 -5.24508
H 1.04708 0.09023 -4.27415
C 0.87028 3.43761 -5.05367
H 0.70874 5.04078 -3.58445
H 1.01697 1.64682 -6.25686
H 0.81432 4.10676 -5.91648
N -0.70155 -2.32642 3.27817
C -1.04924 -2.44443 4.57697
C -1.30415 -1.16875 5.04075
C -1.08092 -0.29009 3.99062
N -0.67393 -1.00241 2.88702
H -0.36340 -3.07496 2.67602
H -1.10049 -3.40408 5.06773
H -1.61811 -0.88751 6.03261
H -1.13206 0.79043 3.96506
*
```

Löwdin atomic charge list, values in e, 4 entries:
1. C -0.325
2. C -0.337
3. C 0.011
4. C 0.003

(2)
Density functional theory data (ωB97M-V/def2-TZVPD) for a 2-piece molecular cluster, C34H51I2N4O5S2 overall at a distorted geometry.

Output
* energy: -3311.88626 Ha

ORCA input file:
```
! RIJCOSX wB97M-V def2-TZVPD def2/J DEFGRID3
* xyz 1 1
C 1.12685 6.86660 -2.17657
C 1.81230 5.51629 -1.54793
O 1.14311 4.98206 -0.34657
C 0.03479 4.09217 -0.72540
C 0.52670 2.52490 -1.04251
O -0.57957 1.66580 -0.62824
C -1.34705 1.09832 -1.74287
C -0.47154 0.09172 -2.73256
C 0.73787 -0.71694 -1.99157
C 0.41471 -2.27985 -1.61011
S 0.59906 -2.47877 0.24089
C 1.72788 -3.89821 0.70594
S 2.72748 -4.59973 -0.52613
N 1.89006 -4.49107 2.08791
C 0.61959 -5.11139 2.62160
C -0.81280 -5.25306 1.83855
C -2.10166 -5.94103 2.65176
C -2.01347 -6.52167 4.19299
C -0.56400 -6.42226 4.96108
C 0.68818 -5.72034 4.16889
C 2.32493 -3.47562 3.12095
C 3.79594 -3.72195 3.87014
C 4.29195 -2.65165 5.05469
C 3.39338 -1.33767 5.49796
C 1.93577 -1.08278 4.76176
C 1.47194 -2.16625 3.61998
C -2.46984 0.08622 -1.02344
N -3.85494 0.19085 -1.55049
C -4.16665 -0.47012 -2.83646
I -3.54182 -2.58538 -3.02785
C -5.83366 -0.56295 -2.98760
C -6.38471 0.08407 -4.39316
I -6.54264 -2.67591 -2.98592
C -4.27151 1.62530 -1.42008
C -3.14562 2.73459 -1.89500
C -3.80747 4.03645 -2.69748
C -4.83843 4.76598 -1.62261
O -4.73204 6.23372 -1.59377
C -4.17854 6.71565 -0.30236
C -2.83439 7.70090 -0.43757
O -4.69069 6.45597 0.90498
N -2.00544 2.10487 -2.65899
H 1.98109 7.66198 -2.41885
H 0.66839 6.58160 -3.23651
H 0.27781 7.34365 -1.52765
H 1.80534 4.67987 -2.36782
H 2.92362 5.78022 -1.21516
H -0.43129 4.47364 -1.75600
H -0.87635 4.10473 0.03750
H 1.43041 2.32743 -0.32553
H 0.79006 2.51214 -2.18177
H -1.16851 -0.65651 -3.31587
H 0.00417 0.79822 -3.56862
H 1.17582 -0.21332 -1.03063
H 1.64091 -0.75400 -2.77250
H 1.09645 -2.96904 -2.26455
H -0.69647 -2.50763 -1.89367
H -0.93224 -4.87891 0.73529
H -3.15508 -6.04291 2.11515
H -2.91381 -6.99577 4.78537
H -0.39618 -6.82686 6.04919
H 1.72538 -5.66327 4.75474
H 4.46815 -4.65651 3.60120
H 5.31452 -2.80797 5.62806
H 3.71608 -0.56709 6.34103
H 1.19886 -0.19963 5.01134
H 0.40449 -2.00965 3.10903
H -2.52342 0.42146 0.12332
H -1.96874 -0.96703 -1.00600
H -3.81220 0.04983 -3.82141
H -6.39421 -0.05993 -2.08456
H -7.55592 -0.11782 -4.45415
H -6.25034 1.25141 -4.47849
H -5.93009 -0.41888 -5.35846
H -5.27419 1.93181 -1.93271
H -4.43247 1.82579 -0.25351
H -2.66778 3.20560 -0.90691
H -4.32920 3.68164 -3.68469
H -2.92088 4.80894 -2.90318
H -5.92115 4.40909 -1.92707
H -4.62669 4.29370 -0.55796
H -1.93232 6.96461 -0.61586
H -3.03332 8.35111 -1.40908
H -2.70932 8.36150 0.52148
H -1.39428 2.87880 -2.99776
H -2.30005 1.57676 -3.53077
C 9.04801 -3.55242 3.41893
C 7.78689 -4.24046 2.97516
O 7.00588 -4.75222 3.77375
N 7.51904 -4.28750 1.63887
C 8.30353 -3.75078 0.55188
H 9.12287 -3.59645 4.50981
H 9.91925 -4.05626 2.99284
H 9.02781 -2.50226 3.11684
H 6.65343 -4.76654 1.41825
H 7.68365 -3.03380 0.00847
H 8.56792 -4.57519 -0.11452
H 9.21269 -3.25678 0.89788
*
```

Löwdin atomic charge list, values in e, 4 entries:
1. C -0.100
2. C -0.234
3. O -0.201
4. C -0.172

(3)
Density functional theory data (ωB97M-V/def2-TZVPD) for a 6-piece molecular cluster, C34H51N5O9P overall at a distorted geometry.

Output
* energy: -2618.51711 Ha

ORCA input file:
```
! RIJCOSX wB97M-V def2-TZVPD def2/J DEFGRID3
* xyz -1 1
C -1.59625 2.23184 -3.90420
C -2.06449 0.84267 -4.40036
P -3.82427 0.44287 -3.88844
C -4.67037 0.10278 -5.51066
C -3.85528 -1.00958 -6.31008
C -3.68408 -1.14851 -2.93644
C -4.30124 -2.30646 -3.37851
C -4.17246 -3.49095 -2.68122
C -3.41440 -3.57365 -1.53869
C -2.79908 -2.43153 -1.06169
C -2.94619 -1.23580 -1.74876
C -2.24407 -0.03879 -1.12857
O -2.59431 1.11541 -1.33193
C -1.08942 -0.24716 -0.18361
C -0.20328 0.78599 -0.01612
C 0.85059 0.61523 0.87078
C 0.97779 -0.56395 1.57418
C 0.08264 -1.60773 1.37994
C 0.31828 -2.87390 2.21197
O -0.17899 -2.86636 3.36695
O 1.00980 -3.79965 1.73591
C -0.97227 -1.47202 0.48093
C -1.94945 -2.56216 0.21244
O -2.09120 -3.55442 0.89908
H -2.43176 2.89346 -3.65746
H -0.92407 2.71552 -4.62708
H -0.99457 2.11717 -2.99371
H -2.02436 0.86249 -5.49946
H -1.38120 0.05514 -4.06231
H -5.70928 -0.21778 -5.40803
H -4.64267 1.00819 -6.12725
H -3.43023 -0.63661 -7.24689
H -4.54561 -1.82883 -6.53482
H -3.07241 -1.40657 -5.65500
H -4.90548 -2.29094 -4.28191
H -4.66651 -4.39859 -3.02624
H -3.29150 -4.51279 -1.00663
H -0.33048 1.70723 -0.57779
H 1.57730 1.42695 1.00789
H 1.80428 -0.64831 2.27297
C 4.59438 1.73138 1.44489
O 3.50175 1.20161 1.46479
N 4.89666 2.85606 0.76671
C 6.22555 3.43536 0.78880
C 3.85233 3.50325 -0.00896
H 5.45268 1.31687 1.99953
H 6.17641 4.44909 1.19215
H 6.62497 3.47248 -0.22747
H 6.89228 2.84059 1.41045
H 3.02697 3.78160 0.64853
H 3.47330 2.81055 -0.76211
H 4.24607 4.39233 -0.49608
C -6.69289 -2.22581 -8.26209
O -6.71720 -1.30060 -7.47626
N -7.37653 -3.37842 -8.11459
C -7.30478 -4.44758 -9.08914
C -8.21149 -3.54864 -6.93622
H -6.08929 -2.19397 -9.18549
H -8.30198 -4.64691 -9.48821
H -6.92220 -5.35264 -8.61237
H -6.64369 -4.17304 -9.90899
H -8.96888 -2.76445 -6.90833
H -7.59851 -3.46609 -6.03792
H -8.69494 -4.52242 -6.95921
C 7.15362 3.46366 5.61782
O 7.92854 3.34971 4.68343
N 6.19820 2.57825 5.94367
C 5.30885 2.78139 7.07099
C 6.05148 1.37693 5.13755
H 7.18022 4.33873 6.29011
H 5.42509 1.95886 7.77944
H 4.27565 2.80971 6.72028
H 5.53856 3.71893 7.57457
H 6.98187 0.80858 5.15835
H 5.84105 1.65666 4.10638
H 5.24101 0.76181 5.51898
C -7.92096 -0.34426 -0.35203
O -8.84750 -0.99517 -0.80442
N -7.10668 -0.73414 0.63764
C -6.01641 0.09686 1.10524
C -7.31907 -2.03229 1.25310
H -7.66009 0.65257 -0.74650
H -5.07789 -0.44093 0.95572
H -6.15814 0.30892 2.16723
H -5.97579 1.03381 0.55353
H -7.23820 -2.81283 0.49557
H -8.32073 -2.07256 1.68448
H -6.57865 -2.20174 2.03111
C 10.18780 0.25376 8.51720
O 9.09538 -0.27606 8.54488
N 10.48673 1.37101 7.82411
C 11.81246 1.95339 7.83542
C 9.44089 2.00890 7.04104
H 11.04857 -0.15190 9.07710
H 11.76176 2.97241 8.22588
H 12.20967 1.97919 6.81837
H 12.48181 1.36692 8.46234
H 8.61751 2.29110 7.70017
H 9.06414 1.30718 6.29771
H 9.82884 2.89217 6.54194
*
```

Löwdin atomic charge list, values in e, 4 entries:
1. C -0.177
2. C -0.394
3. P 1.005
4. C -0.401

(4)
Density functional theory data (ωB97M-V/def2-TZVPD) for C34H51NO2PSbZn as an isolated structure at a distorted geometry.

Output
* ΔE to the lowest compared entry with this formula, charge and spin: 191.0 kJ/mol

ORCA input file:
```
! RIJCOSX wB97M-V def2-TZVPD def2/J DEFGRID3
* xyz -2 1
Zn -0.88748 -0.30499 0.02131
O -0.69817 -2.93527 3.41000
C -0.37196 -1.98802 2.68354
O 0.05056 -2.08149 1.48146
C -0.48497 -0.60376 3.31725
C -1.12664 -0.44446 4.53820
C -1.19642 0.80802 5.12204
C -0.56206 1.86732 4.47779
C 0.03969 1.61934 3.26231
N 0.03757 0.43287 2.65448
H -1.55480 -1.31580 5.01413
H -1.71553 0.96360 6.06007
H -0.53712 2.85622 4.91758
H 0.54752 2.40797 2.71599
C 2.83223 -1.44424 3.03099
Sb 2.48483 -0.77257 0.99876
C 3.47623 -2.55763 0.19373
C 4.46397 0.26077 1.04344
H 3.84609 -1.82968 3.13667
H 2.11310 -2.22416 3.27330
H 2.68352 -0.61139 3.72031
H 4.39508 -2.75950 0.74623
H 3.71685 -2.40133 -0.85884
H 2.80318 -3.41022 0.27913
H 5.26306 -0.36442 1.44789
H 4.38813 1.16022 1.66010
H 4.74290 0.57128 0.03397
C 3.67974 5.81712 -0.26283
C 4.23745 4.50716 -0.84926
C 3.24537 3.34825 -0.67387
C 1.80528 3.83197 -0.85051
C 1.46331 4.78856 0.30790
C 2.70105 5.51124 0.86655
P 0.64150 2.32991 -0.80667
C 0.75830 1.63205 -2.53744
C 1.73984 0.44997 -2.57176
C 2.00087 0.02385 -4.01224
C 2.77433 1.11181 -4.77533
C 2.43332 2.51563 -4.24913
C 0.99643 2.57992 -3.72793
C -1.03650 3.16698 -0.92819
C -1.21845 4.35947 -1.88269
C -2.42316 5.21888 -1.46531
C -3.55481 4.33407 -0.94678
C -3.13538 3.66078 0.37135
C -1.61023 3.50230 0.45572
H 3.14888 6.37724 -1.03863
H 4.49554 6.45416 0.09170
H 5.18122 4.25262 -0.35716
H 4.45519 4.65516 -1.91158
H 3.34621 2.90540 0.31986
H 3.48015 2.55652 -1.38619
H 1.73177 4.36205 -1.80609
H 0.99755 4.22631 1.11981
H 0.74017 5.53139 -0.03646
H 3.20188 4.88569 1.61114
H 2.39560 6.43310 1.37010
H -0.24866 1.17569 -2.62063
H 1.29443 -0.37684 -2.01358
H 2.69402 0.69044 -2.08535
H 1.03835 -0.16434 -4.49349
H 2.56451 -0.91274 -4.03219
H 2.54295 1.04963 -5.84337
H 3.85099 0.94138 -4.67177
H 2.57408 3.25577 -5.04426
H 3.11824 2.78175 -3.44012
H 0.32228 2.29934 -4.54583
H 0.75757 3.61170 -3.46702
H -1.63851 2.32932 -1.30274
H -1.38977 3.98175 -2.89315
H -0.32975 5.00016 -1.91080
H -2.75923 5.81878 -2.31740
H -2.13119 5.91821 -0.67297
H -3.78474 3.56400 -1.68847
H -4.46282 4.92525 -0.79808
H -3.59622 2.67604 0.41776
H -3.49100 4.24763 1.22661
H -1.36617 2.69580 1.14806
H -1.17211 4.42503 0.84962
C -1.82873 -0.12555 -1.78322
C -3.15866 0.23911 -1.77246
C -3.76900 0.64511 -3.03491
C -5.08513 1.01648 -3.14149
C -5.95057 1.02378 -2.03675
C -5.41524 0.62724 -0.80133
C -4.09965 0.26538 -0.66089
H -3.13475 0.65498 -3.91631
H -5.47429 1.32284 -4.11137
H -6.98799 1.32227 -2.13938
H -6.06381 0.61834 0.07261
H -3.71540 -0.04077 0.30881
*
```

Löwdin atomic charge list, values in e, 4 entries:
1. Zn 0.657
2. O -0.020
3. C -0.691
4. O -0.247

(5)
Density functional theory data (ωB97M-V/def2-TZVPD) for C34H52ClIN5O6S2SiW as an isolated structure.

Output
* ΔE to the lowest compared entry with this formula, charge and spin: 0.0 kJ/mol

ORCA input file:
```
! RIJCOSX wB97M-V def2-TZVPD def2/J DEFGRID3
* xyz 1 3
W -0.23356 0.09398 -0.07703
N 2.37660 -2.59917 2.26267
C 1.52803 -2.07820 1.34787
S 2.08404 -0.75184 0.37536
N 0.34597 -2.63734 1.24746
N -0.44033 -2.00514 0.32845
C -1.33500 -2.69410 -0.28650
C -2.05967 -2.01831 -1.33746
C -2.92851 -2.66866 -2.20131
C -3.44210 -1.97344 -3.28154
C -3.08036 -0.64849 -3.46619
C -2.22992 -0.05901 -2.55004
N -1.74275 -0.72199 -1.50475
H 3.33857 -2.30753 2.23902
H 2.17378 -3.52300 2.61061
H -1.44906 -3.75622 -0.10296
H -3.16498 -3.71156 -2.04029
H -4.10675 -2.46455 -3.97959
H -3.44804 -0.07074 -4.30179
H -1.91985 0.97106 -2.64004
Cl 2.41649 4.95420 -4.42453
C 1.86397 3.48041 -3.70974
C 1.92461 2.31333 -4.41934
C 1.49515 1.09412 -3.86029
I 1.57297 -0.65903 -4.97108
C 1.02113 1.04054 -2.56759
O 0.61441 -0.05056 -1.95772
C 0.90729 2.26349 -1.86592
N 0.31105 2.16058 -0.64271
C 0.14724 3.25104 0.08590
C 0.59326 4.50287 -0.34627
C 1.18041 4.63097 -1.57685
C 1.33471 3.49453 -2.39557
H 2.31153 2.32173 -5.42892
H -0.36240 3.12890 1.03496
H 0.44626 5.36214 0.29274
H 1.51680 5.59305 -1.93905
C 3.00313 1.52375 3.48936
C 1.99494 1.11805 4.56067
C 0.60159 1.70977 4.34900
S -0.50984 0.85660 3.21702
O 0.34029 0.70591 1.94080
C -0.55627 -0.78006 3.97156
C -1.83714 -1.49327 3.55380
C -1.86330 -2.93208 4.04807
H 3.99040 1.12751 3.72755
H 3.09020 2.61129 3.43861
H 2.71357 1.15511 2.50818
H 2.34238 1.46717 5.53521
H 1.93312 0.03090 4.63881
H 0.65434 2.73078 3.96282
H 0.02347 1.75033 5.27654
H -0.52030 -0.63373 5.05416
H 0.34234 -1.31582 3.66165
H -1.92773 -1.46386 2.46630
H -2.69357 -0.93773 3.94527
H -1.04847 -3.50268 3.59997
H -2.80256 -3.41504 3.77914
H -1.76556 -2.97687 5.13441
C -4.69034 -1.17422 1.31077
C -5.38422 0.05579 0.74156
C -6.72655 0.27929 1.42090
C -5.56050 -0.07700 -0.76439
O -4.60304 1.22015 1.01571
Si -3.10900 1.78163 0.71562
O -1.96596 0.63267 0.76808
O -2.95678 2.42419 -0.78213
C -3.65339 3.45104 -1.51899
C -3.91012 2.91799 -2.92174
C -2.73214 4.65958 -1.57163
C -4.97252 3.81214 -0.85457
O -2.80850 2.93522 1.83963
C -3.44382 3.31469 3.07874
C -2.41876 4.17049 3.80988
C -4.69313 4.13239 2.78141
C -3.81847 2.10206 3.92543
H -5.28533 -2.06874 1.12063
H -3.70599 -1.29657 0.85464
H -4.56141 -1.06834 2.38932
H -7.38941 -0.56950 1.24810
H -7.20173 1.17908 1.02772
H -6.59308 0.40150 2.49672
H -6.15152 -0.96028 -1.01141
H -4.58599 -0.16471 -1.24625
H -6.06832 0.80207 -1.16503
H -2.97227 2.75859 -3.45786
H -4.49861 3.63771 -3.49163
H -4.46238 1.97779 -2.87486
H -1.77364 4.37993 -2.01305
H -2.55520 5.04025 -0.56323
H -3.17267 5.45515 -2.17447
H -5.62231 2.93935 -0.77739
H -5.48586 4.57694 -1.43810
H -4.79597 4.20559 0.14311
H -2.13488 5.02553 3.19505
H -1.52316 3.58463 4.02717
H -2.82761 4.53782 4.75175
H -4.43532 5.04808 2.24789
H -5.18664 4.41385 3.71257
H -5.39304 3.54925 2.18085
H -2.93327 1.53377 4.20720
H -4.50155 1.44862 3.38413
H -4.31126 2.43888 4.83808
*
```

Löwdin atomic charge list, values in e, 4 entries:
1. W 1.587
2. N 0.099
3. C -0.828
4. S 0.735

Number 3 is which compound?
C34H51N5O9P